(1)
DFT (wB97M-V/def2-TZVPD) results for a structure of composition C11H26N2O2P2RuS at a distorted geometry.

Its expectation value of S² is 12.058. Its energy is -1869.62321 Ha. The orbital gap (spin up / spin down) is 0.17993 / 0.20795 Eh.

```
! wB97M-V def2-TZVPD RIJCOSX def2/J DEFGRID3
* xyz 2 7
Ru 0.466 0.225 0.490
P 1.018 2.404 0.575
P 2.106 -1.181 0.982
N -1.298 1.017 -0.489
N -0.478 -1.478 -0.204
H -2.789 0.367 -1.767
H -2.541 -2.031 -0.367
H -3.096 0.145 0.003
C -2.330 0.060 -0.802
H -1.741 -1.669 -1.928
C -1.774 -1.389 -0.850
H -1.872 2.537 -1.857
H -0.392 -3.545 -0.492
C -1.007 2.082 -1.396
C 0.133 -2.664 -0.105
H -0.748 3.757 -0.240
C -0.064 3.093 -0.792
H 0.521 3.711 -1.486
H 3.324 -1.128 0.285
H 2.525 -1.355 2.323
H 2.326 2.872 0.274
H 0.658 3.119 1.755
O 1.614 0.488 -1.324
C 1.590 0.468 -2.602
C 1.702 1.680 -3.349
C 1.265 -0.801 -3.271
H -0.540 1.483 -2.167
H 1.235 2.620 -3.005
H 2.788 1.885 -3.368
H 1.373 1.563 -4.382
H 0.652 -1.439 -2.631
H 0.730 -0.620 -4.201
H 2.304 -1.172 -3.450
C 1.374 -2.716 0.474
H 1.862 -3.666 0.560
C -0.042 -1.745 4.052
S -1.207 -1.056 2.856
C -2.266 -0.221 4.042
O -0.389 0.193 2.293
H -0.656 -2.280 4.789
H 0.541 -0.935 4.516
H 0.599 -2.455 3.511
H -1.732 0.564 4.599
H -3.072 0.202 3.430
H -2.670 -0.992 4.715
*
```

(2)
DFT (wB97M-V/def2-TZVPD) results for a cluster of 3 separate species, C11H26N3O6P in total.

Its SMILES is NCP(CCC(=O)O)COO.CN(C)C=O.CN(C)C=O. Its energy is -1391.68315 Ha. The orbital gap is 0.30827 Eh.

```
! wB97M-V def2-TZVPD RIJCOSX def2/J DEFGRID3
* xyz 0 1
N -3.211 1.904 -1.113
C -4.380 1.056 -0.957
P -4.484 -0.580 -1.897
C -3.249 -0.436 -3.260
C -1.838 -0.718 -2.737
C -1.554 -2.172 -2.400
O -0.732 -2.450 -1.557
O -2.286 -3.095 -3.070
C -6.041 -0.310 -2.877
O -6.870 -1.456 -3.041
O -7.089 -2.108 -1.789
H -3.044 2.183 -2.068
H -2.376 1.520 -0.688
H -4.447 0.797 0.103
H -5.271 1.641 -1.214
H -3.297 0.518 -3.796
H -3.531 -1.215 -3.976
H -1.089 -0.361 -3.453
H -1.673 -0.212 -1.785
H -2.561 -3.789 -2.452
H -6.633 0.511 -2.445
H -5.773 -0.047 -3.905
H -7.738 -1.538 -1.345
C 2.346 1.005 1.444
N 1.085 0.781 0.762
C 1.048 -0.017 -0.450
C -0.080 1.286 1.192
O -1.151 1.134 0.622
H 3.042 1.524 0.781
H 2.797 0.062 1.749
H 2.174 1.623 2.325
H 0.629 0.579 -1.264
H 0.418 -0.891 -0.312
H 2.051 -0.343 -0.718
H 0.015 1.874 2.120
C 7.564 0.516 3.766
N 6.212 0.079 3.486
C 5.173 0.298 4.479
C 5.879 -0.530 2.333
O 4.757 -0.914 2.060
H 7.955 0.017 4.655
H 7.596 1.595 3.928
H 8.206 0.273 2.921
H 4.734 -0.651 4.787
H 4.377 0.919 4.069
H 5.607 0.794 5.343
H 6.731 -0.654 1.645
*
```

(3)
DFT (wB97M-V/def2-TZVPD) results for a structure of composition C11H26N3OP2Ru at a distorted geometry.

Its expectation value of S² is 8.790. Its energy is -1451.60484 Ha. The orbital gap (spin up / spin down) is 0.12926 / 0.26593 Eh.

```
! wB97M-V def2-TZVPD RIJCOSX def2/J DEFGRID3
* xyz 0 6
C 2.416 0.536 -2.960
C 3.391 0.374 -1.848
C 3.443 -0.989 -1.444
C 2.538 -1.741 -2.227
C 1.886 -0.900 -3.246
Ru 0.354 0.269 -2.342
P -0.374 1.975 -3.566
H 2.437 1.331 -3.748
H 4.047 1.155 -1.526
H 4.036 -1.371 -0.607
H 1.540 -1.221 -4.257
H 2.477 -2.838 -2.245
H -1.012 1.475 -4.796
H 0.521 3.086 -3.974
H -1.436 2.623 -2.758
C -1.050 -2.740 0.668
N -0.327 -1.568 1.179
C 1.100 -1.836 1.421
P -0.864 -0.075 0.702
O -1.022 0.213 -0.757
N -2.438 -0.020 1.227
C -3.290 1.024 0.650
C -2.909 -0.564 2.504
N 0.212 0.922 1.527
C 0.674 2.181 0.906
C 0.065 1.053 2.992
H -0.729 -3.619 1.248
H -0.835 -2.928 -0.400
H -2.128 -2.598 0.801
H 1.639 -2.099 0.494
H 1.573 -0.955 1.871
H 1.175 -2.689 2.115
H -3.081 1.127 -0.421
H -4.350 0.754 0.769
H -3.108 1.999 1.133
H -3.959 -0.888 2.403
H -2.298 -1.438 2.775
H -2.843 0.183 3.314
H -0.169 2.874 0.730
H 1.379 2.664 1.602
H 1.201 1.977 -0.044
H -0.863 1.586 3.261
H 0.068 0.067 3.487
H 0.912 1.630 3.386
*
```

(4)
DFT (wB97M-V/def2-TZVPD) results for a structure of composition C11H26N4NiO7S at a distorted geometry.

Its expectation value of S² is 2.016. The calculation puts the energy above the lowest of the compared OMol25 structures with the same formula, charge and spin at 0.0 kcal/mol. Its energy is -3086.65636 Ha. The orbital gap (spin up / spin down) is 0.20006 / 0.28881 Eh.

```
! wB97M-V def2-TZVPD RIJCOSX def2/J DEFGRID3
* xyz 0 3
O 3.299 1.962 0.608
H 4.015 2.401 1.115
Ni 0.708 -0.185 0.297
N 0.422 -1.579 -0.967
N 1.262 0.741 -1.286
N -0.408 -0.940 1.631
N 0.341 1.367 1.326
O -0.288 -2.653 -0.785
O -0.970 -2.153 1.558
O 0.573 2.624 0.948
O 1.398 2.004 -1.415
C 1.386 -0.041 -2.402
C 0.848 -1.339 -2.236
C -0.847 -0.137 2.621
C -0.382 1.206 2.455
C 0.656 -2.369 -3.286
H -0.406 -2.565 -3.497
H 1.106 -3.322 -2.979
H 1.128 -2.060 -4.222
C 1.948 0.528 -3.646
H 2.837 1.123 -3.410
H 1.221 1.179 -4.155
H 2.235 -0.271 -4.339
C -1.765 -0.605 3.690
C -0.704 2.312 3.387
H -1.824 -1.699 3.709
H -2.784 -0.207 3.561
H -1.408 -0.256 4.666
H -0.226 3.238 3.056
H -0.346 2.065 4.397
H -1.791 2.461 3.464
H -0.659 -2.461 0.586
H 0.978 2.516 -0.004
C 3.382 0.550 0.878
H 3.335 0.029 -0.085
H 2.555 0.226 1.534
H 4.350 0.338 1.360
O 3.403 -3.828 2.410
H 2.953 -3.156 2.971
H 3.403 -3.466 1.507
C -3.419 -0.645 -0.967
S -2.577 0.647 -1.888
C -3.949 1.775 -2.164
O -1.666 1.351 -0.941
H -4.413 -0.790 -1.405
H -3.479 -0.343 0.085
H -2.834 -1.567 -1.070
H -4.327 2.107 -1.191
H -3.549 2.622 -2.732
H -4.723 1.269 -2.749
*
```